Entry 1:
This record from the Open Molecules 2025 dataset describes 3 unconnected molecules or ions with the total composition C15H41N2O5P2. The level of theory is wB97M-V/def2-TZVPD.

```
65
Properties=species:S:1:pos:R:3:forces:R:3:nbo_charge:R:1
C -0.445423 0.920350 1.182078 -0.2 0.0 -1.2 -0.634
C -1.241490 1.101233 -0.154206 0.5 0.8 1.4 0.073
C -1.764620 2.616018 -0.310131 -0.9 -1.6 0.7 -0.100
O -3.180347 2.534113 -0.224075 1.0 -0.3 0.0 -0.830
P -3.574238 1.002044 -0.968203 -0.6 -0.3 -2.2 0.922
P -5.174459 0.941434 0.582200 1.2 -0.1 2.5 1.913
O -4.574996 0.550014 1.916110 -1.7 0.5 -1.3 -1.118
O -5.823406 2.509934 0.632128 -0.3 -2.0 0.3 -0.995
O -6.495370 -0.020474 0.146807 1.4 0.9 0.1 -0.994
O -2.335141 0.200167 -0.040604 0.1 1.4 -0.9 -0.793
H 0.215578 1.779031 1.377025 0.0 -0.3 0.0 0.179
H -1.176866 0.803900 1.987398 0.2 0.1 -0.1 0.236
H 0.134394 -0.005415 1.076154 0.0 0.2 0.3 0.204
H -0.597977 0.982387 -1.044647 -0.1 -0.8 0.3 0.148
H -1.306010 3.126024 0.548661 -0.4 0.6 -0.4 0.169
H -1.553973 3.051110 -1.294983 0.7 0.0 0.3 0.161
H -2.554704 1.172379 -1.995912 -0.2 -0.1 -0.1 -0.191
H -4.465807 1.675459 -1.921372 -0.5 0.1 0.5 -0.177
H -4.108458 -0.239731 -1.478974 0.4 -0.1 0.0 -0.128
H -5.835742 2.755204 -0.294171 0.1 0.5 -0.4 0.483
H -7.259593 0.494695 0.391391 -0.7 0.2 0.1 0.479
C -1.924779 -3.235216 2.571555 0.1 0.0 0.0 -0.619
C -0.868702 -4.219143 2.089408 -0.2 0.1 0.1 -0.213
N 0.493747 -3.791675 2.363266 0.3 -0.1 -0.1 -0.447
C 1.496111 -4.588663 1.675111 0.0 0.1 -0.2 -0.204
C 1.623106 -6.067351 2.051813 0.2 -0.1 0.0 -0.635
C 0.789169 -3.469846 3.748521 -0.2 0.2 0.1 -0.217
C 0.569966 -4.561749 4.801195 0.1 0.0 0.2 -0.638
H -1.761413 -2.242377 2.149968 0.0 0.0 0.0 0.241
H -2.913214 -3.572943 2.258385 0.0 0.0 0.0 0.217
H -1.942266 -3.154006 3.660149 0.0 0.0 0.0 0.191
H -0.985986 -4.324196 1.007388 0.2 0.0 0.0 0.198
H -1.083485 -5.209207 2.521925 0.0 -0.1 0.0 0.145
H 2.471790 -4.107455 1.794510 0.0 0.0 0.1 0.186
H 1.282524 -4.529529 0.602844 -0.1 0.0 0.0 0.190
H 2.123437 -6.200940 3.010716 -0.1 0.0 0.0 0.195
H 2.231490 -6.585208 1.304998 0.0 0.0 0.0 0.203
H 0.656855 -6.571409 2.089029 0.0 0.0 0.0 0.205
H 0.185170 -2.603007 4.029225 -0.1 -0.1 -0.1 0.202
H 1.820827 -3.112376 3.815553 0.0 -0.1 -0.2 0.189
H -0.369874 -5.096430 4.657103 0.0 0.0 0.0 0.206
H 0.537092 -4.109693 5.795878 0.0 0.0 0.0 0.207
H 1.383352 -5.287203 4.811360 -0.1 -0.1 0.0 0.194
C 4.298608 3.242516 -4.684945 0.1 0.0 0.0 -0.615
C 3.183491 3.871836 -3.861962 0.1 -0.1 0.0 -0.210
N 2.137566 2.936757 -3.494906 -0.2 0.0 -0.1 -0.453
C 0.952783 3.583182 -2.945648 -0.2 0.1 -0.1 -0.213
C 1.096157 4.330391 -1.618272 -0.1 0.0 0.1 -0.639
C 2.573654 1.736351 -2.798510 0.2 -0.2 -0.1 -0.219
C 3.333845 1.908476 -1.479869 0.0 -0.1 0.2 -0.639
H 3.901355 2.761354 -5.580367 0.0 0.0 0.1 0.209
H 5.002697 4.014633 -5.001865 0.0 0.0 0.0 0.204
H 4.863523 2.503902 -4.114057 0.0 0.0 0.0 0.201
H 2.736040 4.666806 -4.465292 -0.2 0.0 0.1 0.192
H 3.627651 4.362195 -2.982356 0.1 0.1 0.0 0.154
H 0.158324 2.838454 -2.850467 0.1 -0.1 0.0 0.210
H 0.584682 4.291660 -3.695797 0.1 0.0 -0.1 0.184
H 1.161562 3.645350 -0.773660 0.1 0.0 0.0 0.207
H 0.213357 4.950748 -1.449611 0.0 0.0 0.0 0.219
H 1.964705 4.991657 -1.602803 0.0 0.0 0.0 0.194
H 3.205128 1.159300 -3.481270 0.0 0.1 0.0 0.184
H 1.706077 1.094307 -2.626955 -0.1 0.2 0.0 0.209
H 4.091238 2.692954 -1.533262 0.0 0.0 0.0 0.196
H 3.847902 0.977029 -1.229973 0.0 0.0 0.0 0.208
H 2.663386 2.129890 -0.650726 0.0 0.1 0.0 0.212
```
Forces are in eV/Å.

## Properties
**Net charge**: -1
**F_max**: 0.0546 Eh/bohr

Entry 2:
This record from the Open Molecules 2025 dataset describes 6 unconnected molecules or ions with the total composition C21H53F5NO23P6. The level of theory is wB97M-V/def2-TZVPD.

```
109
Properties=species:S:1:pos:R:3:forces:R:3:lowdin_charge:R:1
C -0.331845 -6.331019 -0.100573 -2.0 1.1 -0.1 -0.338
P 0.810039 -6.637468 1.392808 0.3 -1.5 1.1 0.931
O -0.266118 -7.053170 2.743186 0.3 2.7 -2.0 -0.368
C 1.686437 -4.998264 1.978880 1.6 -0.7 1.1 -0.523
C 2.867136 -4.605650 0.923413 0.3 -0.5 -1.1 -0.099
N 0.754225 -3.925192 2.416119 -0.3 2.1 -2.9 0.046
C 0.488955 -2.814790 1.453513 -2.4 -0.4 1.3 -0.205
F -0.800900 -2.177850 1.930526 3.3 -1.4 -1.3 -0.041
F 0.188904 -3.217522 0.050600 1.4 1.3 4.4 0.010
C 1.582375 -1.549733 1.542572 2.0 1.2 -0.4 -0.087
F 2.522478 -1.740955 2.710008 -3.6 1.1 -4.3 0.022
F 2.437715 -1.503087 0.299691 -2.8 0.2 4.2 -0.005
F 0.883217 -0.220141 1.676511 2.4 -4.8 -0.5 -0.024
C 2.494924 -5.478144 3.367537 3.8 -2.2 6.3 -0.424
O 2.612794 -6.786591 3.722260 -1.3 6.4 -3.1 -0.179
O 3.160252 -4.511657 4.286822 -4.1 -3.5 -5.5 -0.279
H 0.145144 -5.621741 -0.902257 -0.9 -1.3 1.6 0.030
H -0.672852 -7.326453 -0.640615 1.0 1.9 1.4 0.045
H -1.331803 -5.848111 0.332578 1.9 -0.7 -1.2 0.047
H -0.743950 -6.209318 2.994954 0.6 -1.3 -0.2 0.042
H 3.664973 -5.488537 0.827286 -2.0 1.8 0.5 0.109
H 3.494596 -3.650308 1.207676 -1.6 -1.9 -0.4 0.091
H 2.391600 -4.502235 -0.166555 1.1 0.0 2.3 0.081
H 0.885720 -3.594615 3.396670 0.4 -0.1 -1.1 0.141
C -0.616898 4.952262 3.540855 -0.9 0.3 -0.1 -0.115
O 0.687799 4.478372 3.796608 1.4 0.1 -0.6 -0.210
P 1.793214 4.708258 2.648712 0.0 0.0 -0.6 0.444
O 1.295836 5.328927 1.379553 0.5 -0.7 1.7 -0.258
O 2.447185 3.247241 2.473392 0.2 1.8 0.5 -0.210
C 1.620079 2.244871 1.921275 -0.4 -0.6 -0.4 -0.121
O 2.941782 5.535920 3.412725 -1.4 -0.8 0.0 -0.207
C 4.124455 5.799367 2.687323 0.8 0.2 -0.5 -0.106
H -1.091999 4.327924 2.779287 -0.1 0.2 0.0 0.083
H -1.199962 4.889513 4.463122 0.3 -0.1 -0.1 0.092
H -0.593112 5.994363 3.210679 -0.1 -0.2 -0.1 0.088
H 1.076291 2.623250 1.050355 0.0 0.0 0.0 0.093
H 0.910319 1.896482 2.676231 0.1 0.0 -0.1 0.087
H 2.245130 1.405729 1.607484 0.0 0.5 0.2 0.083
H 3.894243 6.341063 1.765893 0.1 -0.1 0.1 0.065
H 4.637446 4.863429 2.450290 0.0 0.1 0.0 0.092
H 4.784806 6.415171 3.303174 -0.3 -0.1 0.0 0.094
C 6.705868 10.930509 3.277849 0.9 -0.1 0.5 -0.119
O 5.437451 11.057741 2.671927 -0.8 -0.5 -1.1 -0.216
P 5.236868 10.367793 1.231027 0.5 -0.8 -0.4 0.439
O 6.455928 9.731354 0.637546 -1.6 1.0 0.9 -0.250
O 4.595075 11.550067 0.345977 -0.2 -1.1 0.5 -0.222
C 5.431030 12.650730 0.057183 0.5 0.6 -0.2 -0.115
O 3.994630 9.375119 1.474735 1.1 1.4 0.5 -0.212
C 3.494759 8.693207 0.343607 -0.4 -0.6 -0.9 -0.117
H 7.433378 11.544460 2.739985 0.0 -0.2 0.1 0.089
H 6.638880 11.284766 4.309592 -0.2 0.0 -0.2 0.090
H 7.028866 9.885918 3.285527 0.1 0.2 0.0 0.090
H 6.423899 12.315048 -0.257306 -0.1 0.0 0.0 0.089
H 5.520053 13.287105 0.941601 0.0 0.0 -0.1 0.088
H 4.983231 13.230035 -0.753493 0.0 -0.2 0.1 0.090
H 4.287624 8.108474 -0.130648 -0.1 0.1 0.0 0.092
H 3.079172 9.406540 -0.373168 0.0 -0.1 0.0 0.089
H 2.700008 8.015110 0.664706 0.1 0.2 0.1 0.085
C -3.107909 1.595879 1.399482 0.7 -0.9 -0.5 -0.109
O -3.931488 2.554722 2.027617 -1.6 0.5 0.2 -0.219
P -5.491170 2.561282 1.627863 -0.2 -0.8 -0.5 0.438
O -5.893145 1.597155 0.554431 0.6 1.4 1.4 -0.249
O -5.773763 4.108867 1.284194 -0.3 -1.0 0.9 -0.225
C -5.147890 4.625943 0.128947 0.4 0.3 -0.7 -0.113
O -6.228509 2.358377 3.043176 1.3 0.4 -0.9 -0.210
C -7.638702 2.433749 3.041560 -0.9 0.0 0.0 -0.118
H -2.969107 1.862709 0.348272 0.0 -0.2 0.1 0.093
H -2.133549 1.592108 1.894543 -0.2 0.1 0.0 0.085
H -3.545852 0.597131 1.478619 0.1 0.1 -0.1 0.094
H -5.246608 3.932825 -0.712018 0.0 0.1 0.1 0.089
H -4.089704 4.808193 0.334173 0.0 0.0 -0.1 0.089
H -5.625907 5.571389 -0.137409 0.0 -0.2 0.2 0.090
H -8.059290 1.699009 2.349658 0.0 0.1 0.0 0.089
H -7.961952 3.439033 2.758301 0.0 -0.1 0.0 0.086
H -8.003401 2.218844 4.049209 0.3 0.0 -0.1 0.091
C -0.308985 -5.806401 -5.926751 -0.8 -0.6 0.3 -0.122
O 0.830922 -5.046843 -6.267191 1.3 0.6 0.5 -0.217
P 1.752778 -4.519135 -5.057167 -0.1 -0.3 1.1 0.440
O 1.251493 -4.817444 -3.677635 0.6 0.4 -2.1 -0.245
O 1.927054 -2.952650 -5.386923 0.7 -1.2 0.0 -0.222
C 0.770655 -2.149761 -5.278341 -0.7 0.5 0.1 -0.113
O 3.197939 -5.131959 -5.409169 -1.6 0.4 -0.5 -0.213
C 4.271434 -4.746853 -4.576324 0.7 0.3 0.7 -0.113
H -1.059734 -5.157139 -5.468124 0.0 -0.2 0.1 0.093
H -0.726787 -6.240029 -6.838829 0.2 0.2 0.0 0.089
H -0.044597 -6.616695 -5.241859 -0.1 0.2 0.0 0.088
H 0.221870 -2.377735 -4.359515 0.1 0.0 -0.1 0.090
H 0.124667 -2.316083 -6.144441 0.0 0.0 0.1 0.087
H 1.071553 -1.099865 -5.256186 0.1 -0.2 0.0 0.091
H 4.057022 -5.001995 -3.534981 0.0 0.1 -0.1 0.090
H 4.451531 -3.672256 -4.666487 0.0 -0.1 0.1 0.088
H 5.170938 -5.281092 -4.892596 -0.3 0.0 -0.1 0.090
C -6.023120 -5.088912 -2.393474 -0.8 0.6 -0.2 -0.119
O -4.869940 -5.863559 -2.143849 0.6 -1.3 -0.4 -0.212
P -4.867394 -7.378067 -2.690396 -0.5 -0.3 -0.3 0.438
O -6.137155 -7.840119 -3.336611 1.6 0.7 0.9 -0.256
O -4.418253 -8.231185 -1.400649 0.3 0.4 -1.4 -0.221
C -5.332254 -8.283279 -0.325673 -0.6 0.0 0.7 -0.111
O -3.563645 -7.421007 -3.631855 -0.9 0.7 1.1 -0.213
C -3.218023 -8.674971 -4.181809 0.2 -0.8 -0.3 -0.114
H -6.849138 -5.449389 -1.774398 0.0 0.1 -0.2 0.089
H -5.811440 -4.049641 -2.129682 0.2 -0.2 0.0 0.092
H -6.298926 -5.133684 -3.450585 -0.1 0.0 0.2 0.087
H -6.347589 -8.475800 -0.685406 0.1 0.0 0.0 0.087
H -5.308691 -7.338243 0.223367 0.0 -0.1 0.0 0.091
H -5.038940 -9.092288 0.347218 0.1 0.1 -0.2 0.093
H -4.050687 -9.078822 -4.764081 0.1 0.0 0.1 0.088
H -2.947339 -9.373801 -3.385763 0.0 0.0 -0.1 0.091
H -2.356623 -8.544078 -4.841660 -0.1 0.2 0.2 0.084
```
Forces are in eV/Å.

## Properties
**Net charge**: -1
**F_max**: 0.1497 Eh/bohr

Asked for HOMO level across the records above, the calculation gives -4.37; -4.48 eV in order.
Asked for orbital gap across the records above, the calculation gives 7.0580; 6.2089 eV in order.
Asked for E_LUMO across the records above, the calculation gives 2.7; 1.7 eV in order.